15
Properties=species:S:1:pos:R:3 method="wB97M-V/def2-TZVPD" multiplicity=1 orbital_gap_ev=10.37 homo_ev=-13.611 energy_ha=-586.87968 total_charge=+1 smiles=C[N+]#CN[PH3]N
C -0.111 -2.084 2.499
N 0.205 -1.128 1.555
C 0.617 -0.200 0.941
N 0.821 0.785 0.164
P 0.339 1.230 -1.942
N -1.269 0.954 -1.705
H 0.738 -2.172 3.290
H -0.340 -3.050 1.933
H -1.109 -1.747 3.110
H 1.063 1.789 0.463
H 0.439 1.523 -3.327
H 1.018 2.284 -1.553
H 1.183 0.059 -2.030
H -1.875 1.573 -1.212
H -1.717 0.182 -2.186

15
Properties=species:S:1:pos:R:3 method="wB97M-V/def2-TZVPD" multiplicity=1 orbital_gap_ev=9.55 homo_ev=-8.935 energy_ha=-643.89027 smiles="CN(C)[SH](=N)=N"
C -0.789 -0.493 1.451
N -0.381 -0.290 0.087
C -1.325 0.115 -0.915
S 1.373 0.084 -0.171
N 1.968 1.054 0.862
N 1.700 0.349 -1.619
H -0.675 -1.625 1.578
H -0.171 0.040 2.070
H -1.844 -0.331 1.594
H -2.319 -0.163 -0.547
H -1.459 1.149 -1.047
H -1.215 -0.401 -1.849
H 1.810 -1.204 0.112
H 2.173 1.954 0.624
H 1.154 -0.239 -2.230

15
Properties=species:S:1:pos:R:3 method="wB97M-V/def2-TZVPD" multiplicity=2 orbital_gap_ev="6.09 / 9.78" homo_ev="-5.310 / -9.010" energy_ha=-300.55306
N -2.044 -0.710 0.641
C -1.294 0.437 0.457
N -1.428 1.051 -0.822
N -0.585 1.031 1.399
H -2.399 -0.825 1.600
H -2.778 -0.961 -0.048
H -2.420 1.023 -1.082
H -1.057 1.986 -0.682
H -0.561 0.363 2.172
C 2.092 -0.472 -0.574
N 3.189 -1.116 -0.943
H 1.233 -1.022 -0.191
H 1.957 0.617 -0.740
H 3.963 -0.653 -1.439
H 3.356 -2.112 -0.808

15
Properties=species:S:1:pos:R:3 method="wB97M-V/def2-TZVPD" multiplicity=1 orbital_gap_ev=10.44 homo_ev=-14.068 energy_ha=-300.27876 total_charge=+1
C -0.839 -1.052 -0.745
C -0.537 -0.017 0.194
N -1.681 0.083 -0.341
N 2.782 0.045 -0.006
N -2.950 0.285 0.294
N 0.430 0.505 0.955
H -0.725 -0.909 -1.840
H -1.054 -2.082 -0.375
H 2.471 0.153 -0.926
H 3.206 -0.821 -0.202
H -2.716 1.010 0.972
H -3.556 0.628 -0.401
H 1.432 0.169 0.804
H 0.185 1.250 1.535
H 3.552 0.754 0.084

15
Properties=species:S:1:pos:R:3 method="wB97M-V/def2-TZVPD" multiplicity=1 orbital_gap_ev=10.68 homo_ev=-13.732 energy_ha=-300.27689 total_charge=+1
C 0.742 -0.538 -1.034
C 0.314 0.311 0.082
N 1.606 0.350 -0.236
N -0.551 0.747 0.919
N 2.838 0.954 -0.249
N -2.620 -0.703 0.598
H 0.826 -1.535 -0.826
H 0.676 -0.190 -2.069
H -0.166 1.169 1.775
H -1.538 0.333 0.804
H 3.582 0.255 -0.578
H 2.778 1.737 -0.828
H -2.719 -1.024 1.535
H -2.206 -1.329 -0.153
H -3.562 -0.538 0.261

16
Properties=species:S:1:pos:R:3 method="wB97M-V/def2-TZVPD" multiplicity=1 orbital_gap_ev=9.23 homo_ev=-8.387 energy_ha=-355.26899 smiles="[H]/N=C/N.C=NNN"
H 2.322 1.658 -0.492
N 1.421 1.448 -0.077
C 1.483 0.617 0.926
N 0.461 0.603 1.836
H 2.432 0.249 1.330
H -0.416 0.961 1.487
H 0.340 -0.235 2.380
C -2.298 -1.030 -0.229
N -1.097 -1.382 -0.019
N -0.106 -1.032 -0.870
N -0.267 0.105 -1.650
H -2.607 -0.386 -1.045
H -3.039 -1.402 0.462
H 0.782 -0.958 -0.259
H 0.509 0.897 -1.196
H 0.080 -0.111 -2.584

13
Properties=species:S:1:pos:R:3 method="wB97M-V/def2-TZVPD" multiplicity=1 orbital_gap_ev=7.13 homo_ev=-9.028 energy_ha=-211.38259
N 1.629 1.559 -0.228
H 1.606 2.363 -0.840
H 0.125 0.176 2.979
H 1.589 0.800 -0.906
H 0.890 1.423 0.448
C -0.923 -0.781 -1.224
O 0.014 -0.321 -1.997
C -0.540 -1.271 0.072
H -1.466 0.155 -0.731
H -1.767 -1.381 -1.718
H -0.955 -2.192 0.485
H 0.368 -0.843 0.467
H -0.569 0.314 3.193

13
Properties=species:S:1:pos:R:3 method="wB97M-V/def2-TZVPD" multiplicity=1 orbital_gap_ev=10.50 homo_ev=-9.609 energy_ha=-211.51712 smiles=CCO.N
C 0.717 1.086 1.276
C 0.535 1.104 -0.247
O -0.629 0.495 -0.720
H 1.700 1.554 1.409
H 0.798 0.050 1.652
H -0.028 1.658 1.852
H 0.431 2.156 -0.527
H 1.455 0.735 -0.737
H -0.736 -0.524 -0.858
N -1.035 -1.960 -0.786
H -1.544 -2.939 -0.818
H -0.862 -1.723 0.207
H -0.803 -1.691 -1.704